Entry from the Open Molecules 2025 dataset: a molecular structure, C19H44NbO3 (wB97M-V/def2-TZVPD).

Results
LUMO energy: 2.58 eV
Total charge: -1
HOMO: -4.19 eV

Each line ends with the Löwdin charge.
Cartesian coordinates (Å):
H1 -5.17 -1.77 -1.11  0.08
H2 6.68 1.46 0.33  0.10
H3 -5.17 -4.09 -1.16  0.06
H4 -5.48 -3.95 0.56  0.06
H5 -6.18 0.48 -1.41  0.02
H6 -0.45 0.47 -0.93  0.08
C1 4.57 1.69 0.02  -0.20
H7 -6.13 0.30 -4.04  0.09
H8 -4.92 -1.76 0.64  0.08
H9 8.53 -0.47 -0.37  0.10
O1 -4.10 0.28 -4.04  -0.14
H10 -2.63 1.95 -2.39  -0.08
H11 7.43 -1.37 1.77  0.06
H12 -3.84 -4.20 0.01  0.06
H13 5.74 0.13 0.97  0.09
C2 -3.51 0.37 2.26  -0.29
H14 -4.65 2.02 1.51  0.01
O2 -4.16 0.16 4.65  -0.10
C3 -1.55 2.06 0.06  -0.39
O3 -2.88 -0.61 -1.22  -0.42
C4 -3.11 -1.80 -0.52  -0.33
H15 0.98 2.39 0.92  0.10
C5 -4.77 -3.69 -0.23  -0.11
H16 6.61 -1.99 -1.79  0.10
H17 -2.57 1.21 4.02  0.11
C6 8.14 -1.92 1.16  -0.12
H18 3.08 2.09 1.51  0.10
C7 -4.57 -2.17 -0.30  -0.23
H19 -5.44 -0.97 -3.08  0.08
H20 -4.12 2.97 -0.77  -0.12
H21 8.69 -2.12 -0.89  0.10
H22 6.89 0.52 -1.74  0.11
H23 5.23 -0.09 -1.74  0.10
C8 -5.33 0.08 -3.33  -0.39
H24 -4.89 -0.30 4.23  0.06
C9 0.98 1.73 0.05  -0.23
H25 -2.65 -2.63 -1.07  0.10
C10 -4.39 1.01 1.19  -0.35
H26 -4.15 1.93 3.60  0.10
H27 1.07 2.38 -0.83  0.11
H28 2.44 0.51 -0.91  0.10
H29 1.78 -0.18 0.56  0.10
H30 3.70 0.46 1.58  0.09
H31 7.91 -2.98 1.24  0.07
C11 6.14 0.00 -1.15  -0.21
Nb1 -3.48 1.28 -0.90  1.52
H32 -0.45 0.37 0.81  0.09
H33 4.83 2.71 0.27  0.10
H34 9.12 -1.75 1.58  0.06
C12 6.65 -1.42 -0.86  -0.23
H35 -2.46 0.30 1.96  0.06
H36 -1.77 2.33 1.10  0.02
H37 -3.82 -0.67 2.40  0.09
C13 -5.45 0.94 -2.09  -0.35
C14 3.38 1.24 0.89  -0.20
H38 -2.59 -1.78 0.44  0.10
H39 4.26 1.71 -1.03  0.10
H40 -5.82 1.92 -2.38  0.00
C15 -3.57 1.01 3.65  -0.26
C16 2.15 0.75 0.11  -0.21
C17 -0.39 1.07 -0.03  -0.34
H41 5.96 -1.90 -0.17  0.11
H42 -5.35 0.50 1.08  0.02
H43 -3.60 -0.53 -4.00  0.05
C18 5.83 0.80 0.12  -0.20
C19 8.07 -1.46 -0.29  -0.26
H44 -1.27 2.99 -0.44  0.01

Entry from the Open Molecules 2025 dataset: a molecular structure, C19H45AsGaN2O5Si3 (wB97M-V/def2-TZVPD).

Results
LUMO energy: -9.76 eV
Total charge: +3
ΔE to the lowest compared entry with this formula, charge and spin: 1.724 eV
HOMO: -17.38 eV

Each line ends with the Löwdin charge.
Cartesian coordinates (Å):
As1 -2.15 1.42 2.35  0.96
C1 -4.43 -0.09 4.16  -0.19
H1 2.12 1.20 -1.78  0.12
H2 1.80 3.15 -0.40  0.14
H3 -2.44 -1.77 1.12  0.01
H4 -1.29 1.80 -2.85  0.14
H5 -0.39 3.07 -4.60  0.15
H6 0.39 3.87 2.02  0.01
H7 -2.33 2.30 5.76  0.04
H8 -0.81 4.52 -3.70  0.15
Ga1 -0.51 0.74 0.54  0.62
N1 1.18 3.83 -3.42  -0.07
C2 -2.07 3.17 5.15  -0.20
C3 0.66 1.73 4.47  -0.17
C4 -1.62 -1.34 4.49  -0.17
H9 1.51 4.46 -4.15  0.20
H10 -5.90 1.79 1.93  0.04
H11 -1.84 -2.38 4.76  0.06
O1 1.79 -0.53 -0.26  -0.17
H12 -4.19 0.73 4.84  0.03
C5 1.39 4.48 -2.08  -0.03
H13 -2.98 3.54 4.67  0.03
C6 -0.28 3.57 -3.64  -0.03
H14 2.99 2.76 -3.30  0.15
H15 -1.51 3.24 -1.86  0.11
H16 0.36 0.71 4.73  0.03
Si1 -2.92 -0.75 3.32  0.42
C7 -3.28 -1.77 1.82  -0.19
H17 -3.47 -2.81 2.10  0.06
H18 -0.61 -1.32 4.08  0.01
O2 1.67 -1.45 3.15  0.17
C8 1.35 1.58 -2.44  -0.12
H19 2.44 4.75 -1.99  0.15
H20 0.86 0.74 -2.92  0.13
H21 -3.57 4.53 -0.50  0.06
C9 1.43 -0.91 2.12  -0.54
C10 -0.79 2.69 -2.47  -0.11
H22 1.82 -2.56 -0.74  0.17
H23 -4.17 -1.40 1.30  0.04
H24 -3.07 0.71 -0.70  -0.02
O3 0.31 -0.22 1.89  -0.17
H25 -5.08 2.99 2.94  0.04
H26 1.86 2.15 -4.50  0.15
C11 -3.94 1.35 -0.57  -0.20
Si2 -3.79 2.51 0.89  0.35
H27 -1.65 -0.75 5.41  0.05
Si3 -0.76 2.77 3.91  0.40
C12 2.42 -0.91 0.97  -0.04
H28 0.22 3.94 -0.33  0.10
H29 1.43 1.66 3.71  0.04
H30 -1.71 3.95 5.83  0.06
H31 0.31 4.93 3.43  0.06
C13 -0.06 -1.70 -1.20  -0.41
C14 -3.04 4.14 0.37  -0.21
H32 -5.96 3.49 1.49  0.06
C15 1.94 2.55 -3.49  -0.03
H33 1.83 -1.45 -2.10  0.16
H34 -1.13 4.71 2.43  0.02
O4 -0.83 -0.80 -0.85  0.03
H35 0.80 5.40 -2.05  0.15
H36 -4.82 0.71 -0.47  0.05
H37 -4.88 -0.89 4.77  0.06
C16 0.95 3.47 -1.00  -0.13
H38 -3.13 4.89 1.16  0.05
H39 -5.19 0.25 3.45  0.02
H40 1.11 2.17 5.36  0.07
C17 -5.32 2.71 1.91  -0.20
H41 3.20 -0.18 1.18  0.16
H42 2.88 -1.89 0.91  0.15
H43 -1.43 -2.86 -1.85  0.18
H44 -4.07 1.92 -1.50  0.04
C18 -0.26 4.20 2.84  -0.20
N2 0.34 2.28 -1.61  -0.17
O5 -0.46 -2.80 -1.75  0.24
H45 -1.98 4.05 0.12  -0.01
C19 1.44 -1.61 -1.09  -0.07

Entry from the Open Molecules 2025 dataset: a molecular structure, C19H45F2Hg3N4O13S2 (wB97M-V/def2-TZVPD).

Results
Multiplicity: 2
LUMO energy (alpha / beta): -14.73 / -15.74 eV
Total charge: +4
<S²>: 1.79
HOMO (alpha / beta): -18.12 / -18.71 eV

Each line ends with the Mulliken spin population.
Cartesian coordinates (Å):
H1 -2.89 0.28 -3.49  0.01
H2 -2.46 4.22 4.75  0.00
H3 -2.23 -2.73 3.52  -0.01
H4 3.43 1.92 -6.01  0.00
C1 -0.28 -1.23 1.94  0.01
H5 4.36 4.77 -1.36  0.00
H6 -2.41 -9.55 3.22  0.00
H7 -3.74 1.85 -3.55  -0.01
Hg1 -0.73 2.04 -1.85  0.24
C2 -3.22 -8.90 2.88  0.00
O1 2.51 4.86 0.68  0.00
H8 2.68 3.45 -5.65  0.00
H9 2.83 6.74 1.47  0.00
H10 3.01 4.42 -3.51  0.00
O2 1.60 -0.65 -1.85  0.07
C3 -3.42 0.80 -0.50  0.01
C4 -3.60 0.93 -2.99  0.00
C5 2.12 5.92 1.59  0.00
H11 4.65 4.70 -4.00  0.00
H12 1.07 6.12 1.37  0.00
O3 3.89 2.75 -4.01  0.02
H13 3.74 4.13 1.98  0.00
C6 4.39 3.81 -1.87  0.00
H14 2.21 5.49 2.59  0.00
H15 -4.50 0.36 -2.74  0.00
H16 -2.95 0.80 1.68  0.02
O4 2.90 -3.25 -2.55  0.00
F1 0.53 -4.08 -2.38  0.00
S1 1.89 -3.48 -5.47  0.00
H17 -0.94 0.79 0.44  0.03
C7 -1.57 -3.57 3.72  0.00
H18 -1.67 -5.42 1.74  -0.06
C8 -2.88 1.47 0.82  0.01
H19 -0.58 3.86 3.13  0.00
C9 -0.85 2.19 1.85  -0.02
N1 -2.26 -4.85 3.78  -0.65
C10 -1.30 3.64 2.34  0.00
C11 -0.24 -3.48 2.96  -0.08
H20 0.54 -4.08 3.43  0.00
H21 -3.06 5.38 3.53  0.00
N2 1.03 -2.96 -4.38  0.03
H22 -4.05 4.00 4.11  0.00
C12 4.02 4.04 -3.41  0.00
O5 3.31 -3.21 -5.47  -0.01
C13 3.52 2.80 -5.38  0.00
C14 3.77 4.31 0.90  0.00
H23 0.23 2.27 1.75  0.02
O6 -2.61 3.49 2.78  0.00
O7 1.41 -4.54 -6.36  0.04
O8 2.14 -5.38 -3.53  0.01
O9 1.01 0.89 -0.58  0.57
C15 -2.53 -5.26 2.38  -0.01
H24 -1.22 4.50 1.68  0.00
H25 -4.50 0.71 -0.54  0.00
H26 -4.21 -6.29 3.14  -0.01
H27 5.41 3.40 -1.87  0.00
H28 -1.71 -5.59 4.19  0.01
H29 -3.80 -8.92 3.81  -0.01
O10 -2.53 -7.66 2.75  -0.12
H30 4.61 2.40 0.31  0.00
C16 0.76 -0.20 -1.05  0.23
H31 -3.04 -0.21 -0.39  0.00
C17 3.68 2.94 0.15  0.01
O11 -2.98 1.43 -1.76  0.00
H32 -3.73 -6.75 1.37  -0.01
H33 -3.57 2.30 0.95  0.01
H34 -3.71 -9.28 1.99  -0.01
H35 -1.33 -1.01 2.16  0.00
N3 -1.44 1.65 0.60  0.26
H36 2.57 3.29 -1.38  -0.01
H37 -3.17 -4.49 1.95  0.00
N4 3.50 2.92 -1.28  0.04
H38 4.62 4.91 0.56  0.00
Hg2 2.97 0.96 -2.78  -0.04
O12 0.33 -2.18 2.79  -0.03
H39 0.28 -0.29 1.92  0.00
F2 1.39 -2.26 -6.40  0.00
S2 1.89 -3.96 -3.30  0.00
H40 4.39 3.33 -5.77  0.00
C18 -3.05 4.33 3.84  0.00
Hg3 -0.06 -1.15 -3.79  0.08
O13 -0.35 -0.18 -1.52  0.30
H41 -1.07 1.42 2.59  0.02
H42 2.85 2.37 0.58  0.00
H43 -0.39 -3.68 1.90  0.00
H44 -0.42 -1.57 0.92  0.01
H45 -1.39 -3.47 4.79  0.00
C19 -3.45 -6.57 2.41  -0.02

Entry from the Open Molecules 2025 dataset: 6 unconnected molecules or ions with the total composition C19H45I2O7S5 (wB97M-V/def2-TZVPD).

Results
LUMO energy: 1.51 eV
Total charge: -1
ΔE to the lowest compared entry with this formula, charge and spin: 2.422 eV
HOMO: -2.10 eV

Each line ends with the Löwdin charge.
Cartesian coordinates (Å):
H1 2.56 -4.21 0.96  0.07
S1 6.63 1.06 0.70  0.81
C1 7.73 6.88 -7.09  -0.27
C2 8.77 5.86 -4.84  -0.26
H2 -11.48 -1.05 -0.10  0.05
C3 -8.07 -0.11 5.39  -0.27
H3 -4.19 -1.70 2.28  0.05
I1 -4.35 -4.85 2.84  0.59
H4 -9.58 -0.81 7.71  0.05
H5 8.88 1.76 1.10  0.04
O1 3.28 -1.46 -0.94  0.04
S2 5.94 2.61 -3.61  0.81
C4 -3.24 -2.54 0.34  -0.44
H6 1.13 -2.87 -1.09  0.12
H7 5.39 1.63 2.69  0.06
C5 2.72 -1.66 0.16  -0.40
H8 5.17 2.84 1.39  0.05
H9 -8.13 -0.88 1.85  0.04
H10 5.35 0.29 -3.77  0.06
C6 -0.91 -2.13 -0.61  -0.30
H11 -5.09 -1.27 0.75  0.10
I2 -1.21 -2.05 2.56  0.55
H12 4.57 -1.73 1.39  0.10
H13 9.15 5.01 -4.27  0.05
H14 4.33 1.27 1.30  0.05
H15 0.61 -3.42 0.57  0.08
O2 6.81 -0.35 1.17  -0.56
H16 -9.75 -0.18 1.63  0.05
H17 7.88 6.25 -4.35  0.06
H18 -0.80 -1.26 -1.36  0.10
O3 -8.49 -3.03 -0.13  -0.56
H19 7.89 1.90 2.57  0.05
C7 5.25 1.77 1.61  -0.26
C8 -9.16 -1.09 1.57  -0.28
H20 3.06 -1.86 2.44  0.12
C9 3.53 -2.20 1.44  -0.14
H21 -3.01 -3.67 0.39  0.06
O4 1.34 -1.37 0.35  -0.12
H22 4.51 1.28 -5.00  0.05
H23 9.54 6.63 -4.90  0.05
S3 8.36 5.29 -6.50  0.82
C10 -10.95 -1.99 -0.22  -0.28
C11 -4.47 -2.09 1.25  -0.34
H24 -9.99 -1.93 6.37  0.06
H25 -11.25 -2.70 0.56  0.06
H26 -8.00 -1.14 5.04  0.06
H27 6.90 7.20 -6.46  0.06
C12 4.84 1.23 -3.96  -0.26
H28 -9.57 -1.85 2.24  0.06
C13 -1.91 -1.63 0.54  -0.70
H29 -11.24 -0.88 7.07  0.05
H30 4.43 -4.19 0.88  0.08
H31 -7.53 0.00 6.34  0.05
H32 -1.37 -3.05 -1.12  0.09
C14 7.23 2.13 -4.77  -0.29
H33 7.74 3.11 1.27  0.05
C15 3.51 -3.80 1.45  -0.10
H34 -6.41 -3.14 1.89  0.02
S4 -9.80 0.35 5.62  0.81
C16 0.56 -2.52 -0.14  -0.28
H35 3.58 -4.13 2.54  0.08
H36 7.37 6.75 -8.11  0.05
C17 7.91 2.06 1.49  -0.27
O5 6.49 2.41 -2.23  -0.60
H37 -3.56 -2.35 -0.75  0.10
H38 3.97 1.31 -3.31  0.05
H39 -5.53 -3.87 0.45  0.06
S5 -9.17 -1.70 -0.13  0.80
H40 6.83 2.15 -5.79  0.04
H41 -11.18 -2.42 -1.20  0.04
H42 7.60 1.13 -4.53  0.06
H43 -7.63 0.56 4.65  0.05
C18 -5.38 -3.43 1.50  -0.64
O6 7.20 4.36 -6.38  -0.57
O7 -10.52 0.03 4.35  -0.57
H44 8.53 7.62 -7.07  0.05
C19 -10.19 -0.95 6.81  -0.28
H45 8.05 2.84 -4.70  0.02

Entry from the Open Molecules 2025 dataset: a molecular structure, C19H45O24P3V (wB97M-V/def2-TZVPD).

Results
LUMO energy: -1.62 eV
Total charge: -1
HOMO: -4.29 eV

Each line ends with the Löwdin charge.
Cartesian coordinates (Å):
H1 -10.71 4.24 14.04  0.08
O1 -14.85 10.80 8.50  -0.19
H2 -13.13 7.46 16.67  0.08
H3 -17.79 9.12 18.51  0.09
O2 -24.90 9.99 12.44  -0.23
H4 -12.42 4.40 13.71  0.08
H5 -18.59 6.15 14.82  0.09
O3 -14.28 17.50 13.90  0.08
H6 -18.32 7.84 14.87  0.09
H7 -11.37 7.65 16.41  0.08
O4 -12.44 6.94 14.07  -0.05
O5 -14.79 13.35 8.27  -0.27
H8 -26.43 13.10 13.83  0.08
P1 -19.53 7.10 17.97  0.46
O6 -20.11 8.54 17.64  -0.23
C1 -12.36 8.05 16.18  -0.08
C2 -22.66 15.60 19.79  -0.53
C3 -25.37 13.11 13.58  -0.10
H9 -18.31 9.16 20.22  0.09
C4 -16.38 11.82 6.12  -0.13
P2 -24.21 11.37 11.94  0.48
H10 -12.34 8.99 16.71  0.08
O7 -18.38 7.09 16.80  -0.22
V1 -19.18 13.51 14.14  1.23
C5 -26.25 9.59 12.16  -0.10
H11 -11.89 8.87 14.26  0.12
H12 -20.13 13.84 19.15  0.08
H13 -15.08 15.25 8.79  0.10
H14 -22.68 10.95 8.81  0.09
C6 -13.60 10.99 9.02  -0.19
C7 -23.09 11.62 9.56  -0.10
C8 -11.45 4.87 13.54  0.01
H15 -18.77 14.05 20.26  0.07
O8 -16.34 18.23 13.65  0.02
C9 -21.49 8.83 17.78  -0.10
H16 -11.37 4.87 12.45  0.09
H17 -26.83 9.43 13.07  0.09
C10 -18.78 7.02 15.44  -0.12
H18 -26.37 8.75 11.48  0.09
H19 -17.13 12.32 5.51  0.10
H20 -19.95 15.63 21.58  0.12
H21 -21.64 9.27 18.77  0.09
C11 -11.19 6.32 13.94  -0.46
C12 -12.61 8.19 14.71  -0.24
H22 -22.21 8.02 17.74  0.09
H23 -13.56 8.68 14.50  0.12
O9 -16.49 12.20 10.03  -0.25
H24 -24.88 12.41 14.26  0.08
O10 -20.45 16.08 10.61  -0.03
P3 -15.80 12.11 8.70  0.53
O11 -16.84 11.98 7.43  -0.24
H25 -21.11 14.29 21.39  0.12
C13 -19.61 14.55 19.79  -0.07
H26 -22.97 17.70 19.66  0.09
O12 -22.91 11.68 12.57  -0.25
H27 -12.87 11.45 8.36  0.09
O13 -21.16 18.02 10.22  -0.02
H28 -15.07 14.96 6.96  0.09
H29 -22.26 11.96 10.17  0.08
H30 -21.76 9.58 17.04  0.09
O14 -24.21 11.21 10.34  -0.21
C14 -15.59 17.32 13.87  -0.96
O15 -25.30 12.60 12.24  -0.26
H31 -14.10 16.56 13.94  0.08
O16 -16.02 16.16 14.06  -0.06
H32 -24.98 14.13 13.55  0.10
O17 -21.41 15.93 20.15  -0.02
O18 -20.02 14.34 15.20  -0.29
O19 -23.20 14.50 19.85  0.07
C15 -20.86 16.91 9.78  -0.96
H33 -21.44 17.43 8.14  0.11
O20 -21.08 16.64 8.54  0.10
H34 -23.41 16.72 18.18  0.10
O21 -18.75 7.38 19.38  -0.20
O22 -20.47 5.96 18.02  -0.23
H35 -16.94 8.24 19.72  0.09
H36 -24.43 16.68 19.62  0.09
H37 -13.52 11.57 9.94  0.09
H38 -16.47 14.57 7.86  0.09
H39 -19.85 7.19 15.30  0.08
C16 -15.39 14.63 7.95  -0.07
C17 -23.41 16.78 19.27  0.02
C18 -17.94 8.52 19.41  -0.14
C19 -20.55 15.06 20.86  -0.22
H40 -13.16 10.05 9.35  0.09
H41 -15.40 12.28 5.97  0.08
H42 -16.28 10.76 5.90  0.09
H43 -26.75 10.45 11.72  0.08
H44 -19.12 15.28 19.15  0.09
H45 -23.41 12.51 9.03  0.09
O23 -18.66 12.24 14.96  -0.33
O24 -10.10 6.82 14.16  0.09

Entry from the Open Molecules 2025 dataset: 3 unconnected molecules or ions with the total composition C19H46BN3O2 (wB97M-V/def2-TZVPD).

Results
SMILES: CNCBCCCOC(C)=O.CCN(CC)CC.CCN(CC)CC
LUMO energy: 0.54 eV
HOMO: -8.18 eV

Each line ends with the Löwdin charge.
Cartesian coordinates (Å):
H1 5.38 -3.62 2.33  0.06
H2 2.28 -4.32 -0.35  0.12
C1 -3.65 1.58 -0.51  -0.24
H3 3.36 3.24 -2.24  0.06
C2 -0.52 5.24 0.30  -0.09
H4 1.10 5.21 -3.36  0.12
C3 -1.74 -2.52 -0.86  -0.29
C4 1.05 5.34 -2.27  -0.25
H5 -0.09 6.23 0.13  0.07
C5 0.88 -5.36 0.86  -0.08
H6 0.09 -1.58 -1.93  0.10
N1 2.50 -3.60 1.61  -0.19
H7 -3.63 -1.36 2.67  0.12
H8 0.80 -5.87 1.82  0.07
H9 -4.01 -2.00 -0.54  0.13
C6 2.65 2.61 -1.70  -0.09
H10 2.49 5.87 -0.69  0.07
H11 2.53 -2.99 3.62  0.11
H12 -5.50 0.47 2.31  0.11
H13 1.35 4.19 0.33  0.10
H14 -1.50 5.19 -0.19  0.07
H15 3.27 -5.90 2.97  0.07
B1 -5.01 0.79 -0.01  -0.10
H16 0.73 -6.11 0.08  0.08
H17 1.17 2.84 -3.23  0.11
N2 -4.05 2.78 -1.34  -0.17
H18 -5.97 -0.96 1.18  0.11
H19 0.07 -4.63 0.78  0.07
H20 -0.68 5.13 1.38  0.07
H21 1.31 -4.15 3.23  0.10
H22 3.53 -2.42 0.23  0.11
C7 1.21 2.87 -2.14  -0.25
H23 2.80 2.75 -0.63  0.07
H24 -5.22 1.62 -2.91  0.08
H25 -3.22 3.44 -1.32  0.10
H26 -3.34 1.70 -3.17  0.09
H27 -0.07 3.17 0.11  0.11
N3 0.57 4.10 -1.65  -0.19
H28 -3.00 0.80 -1.14  0.10
H29 -1.03 -0.26 -1.00  0.07
H30 3.02 -5.47 0.75  0.10
H31 4.26 -4.67 3.79  0.05
O1 -2.31 -2.80 0.48  -0.13
C8 3.24 -5.01 3.61  -0.09
H32 0.29 6.11 -2.12  0.10
H33 3.23 5.36 -2.22  0.05
H34 -5.95 0.86 -0.76  0.06
C9 3.68 -2.80 1.25  -0.26
C10 -3.68 -2.23 0.56  -0.18
H35 5.03 -4.46 0.81  0.07
C11 -4.28 2.31 -2.77  -0.17
H36 -4.49 3.29 -3.41  0.10
H37 2.92 1.57 -1.93  0.07
C12 2.25 -4.70 0.68  -0.27
H38 5.79 -2.87 0.79  0.07
H39 0.08 -1.43 0.02  0.09
C13 2.36 -3.90 3.03  -0.25
C14 2.39 5.89 -1.78  -0.09
C15 -5.15 -0.11 1.35  -0.17
H40 -4.47 -2.99 0.99  0.14
H41 2.83 -5.33 4.58  0.07
H42 2.48 6.94 -2.09  0.07
H43 -3.02 1.85 0.44  0.11
C16 -3.71 -0.92 1.56  -0.19
O2 -2.10 -3.15 -1.99  -0.02
C17 5.04 -3.49 1.30  -0.09
H44 3.72 -1.90 1.88  0.11
H45 0.60 2.02 -1.82  0.10
C18 -0.56 -1.35 -0.97  -0.01
C19 0.39 4.12 -0.20  -0.27
H46 -2.77 -0.21 1.44  0.11

Calculated total energy, record by record: -28105.44952; -170477.44270; -92579.25413; -105135.86924; -123128.45412; -29685.20511 eV
F_max, record by record: 2.921; 0.972; 16.684; 4.453; 4.942; 8.709 eV Å⁻¹